[1]
The molecule C28H32N2OS. Source: the OMol25 dataset; level of theory: wB97M-V/def2-TZVPD.

Positions of all 64 atoms, in Å:
C1 5.811753 3.371397 1.922073
C2 4.969071 2.811310 0.817490
C3 3.804968 3.457622 0.418669
C4 3.000702 2.925775 -0.568080
C5 3.357632 1.733972 -1.181791
C6 4.528301 1.090264 -0.815051
C7 5.317638 1.625757 0.185331
H1 6.221804 1.109530 0.476116
H2 4.829934 0.173679 -1.300629
S1 2.290482 1.104452 -2.453280
C8 2.300233 -0.696761 -2.142347
C9 1.902517 -1.030647 -0.707163
N1 0.655406 -0.370919 -0.338481
C10 0.673343 0.523517 0.677706
O1 1.684314 0.767728 1.312141
C11 -0.643670 1.200252 0.992279
H3 -1.079044 1.642192 0.095805
H4 -0.415022 1.996697 1.701825
C12 -1.662843 0.248319 1.626536
N2 -2.394809 -0.503968 0.629262
C13 -1.565748 -1.457280 -0.076326
H5 -2.220715 -2.079929 -0.689221
C14 -0.559151 -0.772056 -1.007712
H6 -0.281714 -1.479582 -1.789627
H7 -1.039047 0.091570 -1.478361
H8 -1.016376 -2.122992 0.615621
C15 -3.625718 -1.098555 1.119401
H9 -3.474385 -2.139234 1.449414
C16 -4.720329 -1.050759 0.039755
C17 -5.019060 0.376997 -0.312572
C18 -5.993673 1.087628 0.375368
C19 -6.229705 2.420589 0.089088
C20 -5.486490 3.062818 -0.886272
C21 -4.511024 2.363227 -1.575944
C22 -4.281150 1.029263 -1.291153
H10 -3.522915 0.483358 -1.832232
H11 -3.929147 2.859568 -2.339398
H12 -5.668728 4.103901 -1.109163
H13 -6.994690 2.959944 0.628969
H14 -6.575642 0.591396 1.139936
H15 -4.386367 -1.592479 -0.846076
H16 -5.613210 -1.542686 0.429627
H17 -3.975547 -0.524754 1.980176
H18 -2.387937 0.852403 2.176894
H19 -1.145982 -0.410136 2.349352
C23 1.798849 -2.510397 -0.408579
C24 1.705788 -2.881713 0.930400
C25 1.553098 -4.207354 1.287989
C26 1.495353 -5.186498 0.309127
C27 1.594764 -4.828082 -1.022618
C28 1.742368 -3.497603 -1.381868
H20 1.820431 -3.244378 -2.428314
H21 1.555522 -5.586233 -1.791072
H22 1.377430 -6.223867 0.584843
H23 1.481946 -4.479006 2.331012
H24 1.757244 -2.114580 1.689955
H25 2.652983 -0.594302 -0.032871
H26 1.585650 -1.074568 -2.872796
H27 3.286256 -1.101825 -2.368728
H28 2.089583 3.422595 -0.865303
H29 3.516989 4.381788 0.898548
H30 5.833098 4.458379 1.880222
H31 5.393998 3.080645 2.886329
H32 6.830361 2.994605 1.865798

Atomic forces in eV per Å
-0.063 -0.032 0.051
-0.001 0.037 -0.039
0.101 -0.005 -0.019
0.056 -0.085 -0.078
-0.154 -0.176 -0.281
-0.023 0.066 0.010
0.006 -0.004 0.043
0.104 -0.021 0.042
0.013 -0.072 -0.058
0.025 -0.181 -0.178
0.083 0.616 0.185
0.153 0.107 0.075
0.304 -0.219 -0.118
-0.190 0.313 0.062
0.153 0.080 0.338
0.100 -0.026 0.279
-0.057 0.043 -0.026
0.066 -0.066 -0.096
-0.048 0.177 -0.044
-0.029 -0.084 0.171
0.023 0.030 -0.262
0.005 -0.031 0.007
-0.295 -0.129 0.126
-0.010 0.065 0.008
0.006 -0.103 -0.094
-0.082 0.018 -0.095
-0.093 -0.155 -0.130
-0.007 0.068 0.065
0.166 0.108 0.275
-0.105 -0.139 -0.073
0.026 -0.049 -0.020
-0.056 0.115 0.055
-0.038 0.112 0.016
0.058 0.049 -0.090
-0.060 0.034 -0.035
0.081 -0.055 -0.058
0.044 0.032 -0.063
-0.014 0.076 -0.021
-0.058 0.039 0.036
-0.064 -0.066 0.073
-0.043 -0.081 -0.016
-0.021 -0.061 -0.074
0.025 -0.045 0.007
0.066 -0.068 0.001
-0.057 0.055 0.025
0.073 -0.030 0.003
0.049 -0.063 -0.011
0.004 0.057 0.094
-0.011 -0.108 -0.071
-0.039 -0.172 -0.015
0.045 0.150 0.046
0.012 0.054 -0.117
-0.006 -0.069 -0.057
-0.007 -0.087 0.016
0.001 -0.021 0.087
-0.005 0.114 0.094
-0.197 -0.160 -0.207
0.042 -0.089 -0.066
-0.084 -0.126 -0.039
-0.128 0.045 0.024
-0.019 0.110 0.056
0.054 0.065 0.040
0.046 0.024 0.104
0.075 0.019 0.037

SMILES string ... Cc1ccc(SC[C@H](c2ccccc2)N2CCN(CCc3ccccc3)CCC2=O)cc1
LUMO energy ... 0.640 eV
E_HOMO ... -7.94 eV

natural (NBO) atomic charge list, values in e, 8 entries: C -0.645; C 0.068; C -0.213; C -0.208; C -0.174; C -0.233; C -0.219; H 0.206



[2]
A structure of composition C28H32N3O12TeY. Source: the OMol25 dataset; level of theory: wB97M-V/def2-TZVPD.

Positions of all 77 atoms, in Å:
Y1 1.260658 0.978545 -0.135647
C1 -0.521368 3.206564 -1.758154
C2 -0.598248 3.826817 -0.394516
O1 0.179365 3.030615 0.542745
C3 0.156057 3.552193 1.896592
C4 0.371307 2.474197 2.896122
O2 1.378392 1.591972 2.311607
C5 2.657053 1.671261 2.999049
C6 3.620132 0.758090 2.231800
O3 3.345271 0.976774 0.801817
C7 4.427271 0.430172 -0.042584
C8 4.330727 1.167832 -1.379121
O4 2.988084 1.312723 -1.856760
C9 2.778293 2.275399 -2.960936
C10 1.301874 2.417469 -3.124895
O5 0.818284 2.680596 -1.790674
H1 -0.704923 3.954125 -2.521343
H2 -1.207943 2.394391 -1.916961
H3 -1.600325 3.890031 -0.011210
H4 -0.265262 4.928457 -0.447695
H5 -0.822231 4.018914 2.086290
H6 0.894408 4.346995 1.951579
H7 -0.492421 1.922238 3.214067
H8 0.831811 2.925081 3.786666
H9 2.514063 1.289718 4.036509
H10 2.943321 2.704937 2.931305
H11 3.433879 -0.271562 2.543713
H12 4.632727 1.094619 2.385740
H13 4.330266 -0.611890 -0.067540
H14 5.411609 0.765202 0.348462
H15 4.919658 0.685833 -2.079667
H16 4.764740 2.171779 -1.207867
H17 3.305806 1.971902 -3.836473
H18 3.186698 3.255027 -2.622552
H19 0.743306 1.542104 -3.420125
H20 1.103575 3.213185 -3.847031
Te1 -1.789693 0.239688 1.138519
C11 -3.470051 1.205749 0.257995
C12 -3.871047 1.050650 -1.076474
C13 -4.997323 1.719861 -1.553345
C14 -5.739085 2.603912 -0.702314
C15 -5.282513 2.838153 0.622578
C16 -4.180101 2.075285 1.054659
C17 -2.269275 -1.826268 1.049605
C18 -1.772763 -2.710714 2.053283
C19 -1.921932 -4.081443 2.030757
C20 -2.519649 -4.674354 0.956418
C21 -3.123011 -3.822019 -0.015936
C22 -3.021156 -2.409628 0.083723
H21 -3.407370 0.343707 -1.762844
H22 -5.270707 1.648640 -2.608730
H23 -6.623446 3.050970 -1.097418
H24 -5.765928 3.588444 1.341684
H25 -3.866389 2.263996 2.094946
H26 -1.198376 -2.310560 2.894767
H27 -1.438895 -4.664435 2.803693
H28 -2.617012 -5.743528 0.761182
H29 -3.646261 -4.363584 -0.781519
H30 -3.488969 -1.860416 -0.709912
O6 0.506928 -7.007116 -0.500974
N1 -0.080986 -6.101528 -1.045515
O7 -1.168544 -6.149469 -1.568991
C23 0.457067 -4.759088 -0.932463
C24 1.385484 -4.591170 0.097113
C25 1.740281 -3.320342 0.350141
C26 1.349919 -2.229882 -0.405162
O8 1.825840 -1.076786 -0.067312
C27 0.408646 -2.469050 -1.398000
C28 -0.114436 -3.732990 -1.641512
N2 -0.200306 -1.315090 -2.046346
O9 0.239213 -0.189907 -1.818412
O10 -1.188866 -1.467344 -2.686193
N3 2.725664 -3.032033 1.430650
O11 2.261316 -3.088601 2.548050
O12 3.868013 -2.827959 1.076366
H31 1.713123 -5.470041 0.625285
H32 -0.863324 -3.876026 -2.394351

Atomic forces in eV per Å
-0.042 0.354 0.088
0.533 -0.244 0.568
0.272 1.946 0.618
-0.491 0.271 0.023
-1.158 1.042 -0.669
1.975 -0.084 0.241
-0.389 -0.498 0.165
-0.528 -1.064 -0.329
-1.186 0.841 -0.242
1.439 -0.301 0.555
-0.262 2.530 -0.076
-0.527 1.560 1.472
-0.540 0.005 -0.074
0.549 0.248 1.852
-0.223 -0.261 0.234
-0.025 0.692 -0.891
0.226 0.150 -0.185
-0.507 -0.488 0.061
-0.701 -0.223 0.001
0.169 -1.714 0.318
0.159 -0.067 -0.120
0.273 -0.017 0.047
-0.370 -0.376 -0.224
-0.364 -0.059 -0.092
0.331 0.528 -0.632
0.452 0.468 0.376
0.295 -0.123 -0.474
0.377 -0.245 0.353
-0.125 -1.542 -0.132
-0.600 -0.527 0.118
1.186 -1.101 -1.567
-0.331 -0.236 -0.207
0.246 -0.446 -0.679
-0.162 -0.571 -0.198
0.326 -0.521 -0.614
-0.151 0.227 0.352
-0.347 -0.309 0.033
-0.020 -0.309 -0.713
-0.386 -0.300 -0.335
-0.372 1.130 0.990
1.653 -0.841 0.539
-0.532 -0.106 -0.649
-0.214 1.448 1.553
0.724 -1.116 1.814
0.601 1.801 0.346
0.892 -0.020 0.191
-1.599 0.742 -2.104
0.914 -0.338 1.760
-0.723 -1.803 -1.914
0.298 0.203 0.229
-0.069 -0.239 0.435
-0.371 0.459 -0.086
0.646 -1.369 -1.309
-0.076 -0.337 -0.513
-0.222 0.065 -0.250
-0.158 -0.007 0.127
0.187 0.236 0.505
-0.297 0.492 -0.543
-0.182 0.430 -0.197
0.062 -0.137 -0.277
-0.603 0.121 0.336
-0.404 -0.684 -0.554
0.053 -0.098 0.339
-0.663 -0.263 -0.663
1.556 -0.161 0.663
0.176 0.738 0.483
0.072 0.358 0.356
-0.548 0.738 -0.466
0.813 -0.002 0.011
-0.381 -1.773 0.840
0.471 1.554 -0.295
-0.636 -0.201 -0.863
-0.898 -0.717 -0.852
0.715 0.399 0.169
-0.163 0.258 0.646
0.195 0.016 0.246
-0.292 -0.211 -0.067

Charge ... +2
LUMO energy ... -6.412 eV
E_HOMO ... -13.42 eV

Mulliken atomic charge list, values in e, 8 entries: Y 2.280; C -0.489; C -0.648; O -0.054; C -0.528; C -0.786; O -0.091; C -0.724



no.,gap between HOMO and LUMO (eV)
1,8.58
2,7.01